No. 1
57
Properties=species:S:1:pos:R:3:forces:R:3:mulliken_spin:R:1 method="wB97M-V/def2-TZVPD" e_above_lowest_kj_mol=0.0 total_charge=+1 orbital_gap_ev="8.364 / 7.990" e_lumo_ev="-3.599 / -3.880" homo_energy_ev="-11.963 / -11.869" spin_multiplicity=2
Ru 1.5806 -0.3793 -0.1956 0.01 -0.03 -0.15 1.04
O 3.2823 0.7961 3.5583 0.02 0.02 0.01 0.00
C 2.8690 0.5324 2.3413 -0.01 0.02 -0.03 0.00
O 2.0691 -0.3415 2.0643 -0.04 -0.04 0.04 0.01
C 3.4420 1.4402 1.2789 0.05 -0.03 0.04 -0.01
O 3.3538 0.7998 0.0164 -0.03 0.03 -0.03 -0.01
C 4.5174 -0.0052 -0.3626 -0.01 -0.01 0.01 0.00
C 4.2168 -1.5057 -0.3739 0.09 -0.02 -0.02 0.00
O 5.1497 -2.2663 -0.3792 -0.02 -0.01 0.00 0.02
O 2.9539 -1.8269 -0.4310 -0.05 0.04 0.05 0.02
H 2.8555 0.1958 4.1927 0.00 0.00 0.00 0.00
H 4.4690 1.7206 1.5083 -0.01 0.00 0.00 0.00
H 2.8318 2.3452 1.2392 -0.01 0.00 0.00 0.00
H 5.3414 0.2022 0.3156 0.00 0.01 0.00 0.00
H 4.7921 0.3090 -1.3684 0.00 0.00 0.00 0.00
C -3.5894 -0.4876 0.2272 0.01 -0.01 0.00 0.00
C -3.0819 0.6872 1.0216 -0.01 0.01 0.01 0.00
C -3.9403 1.3348 1.9050 0.00 0.01 0.01 0.00
C -3.5168 2.4044 2.6805 -0.01 -0.01 -0.01 0.00
C -2.2117 2.8625 2.5883 0.02 0.01 0.00 0.00
C -1.3382 2.2336 1.7180 0.00 0.01 0.00 0.01
C -1.7611 1.1553 0.9420 0.01 0.01 -0.02 -0.01
P -0.5497 0.4527 -0.1824 0.00 -0.09 -0.03 -0.06
C -0.5059 -1.3724 -0.1163 -0.01 0.05 0.03 0.00
C -0.2203 -2.0551 -1.3158 0.04 0.11 0.01 -0.03
C 0.0921 -3.4093 -1.3245 0.02 -0.06 0.02 0.02
C 0.1218 -4.0969 -0.1317 0.00 0.00 -0.03 -0.01
C -0.1675 -3.4452 1.0682 0.00 0.03 0.00 0.02
C -0.4773 -2.1009 1.1136 -0.03 -0.03 0.05 0.00
C -0.8005 -1.4680 2.4380 -0.01 -0.01 -0.02 0.00
C -0.9052 0.9800 -1.8570 0.06 -0.01 0.02 0.03
C -2.1065 1.5092 -2.3228 0.00 0.00 0.00 0.00
C -2.2142 1.8628 -3.6554 0.00 0.00 -0.01 0.00
C -1.1288 1.6848 -4.5087 0.00 0.00 0.00 0.00
C 0.0705 1.1773 -4.0350 -0.02 0.00 0.00 0.00
C 0.2022 0.8354 -2.6916 -0.02 -0.01 0.02 -0.01
C 1.5071 0.3486 -2.1166 -0.07 0.04 0.02 -0.01
H -4.6772 -0.4755 0.1901 0.00 0.00 0.00 0.00
H -3.2874 -1.4329 0.6848 0.00 0.00 0.00 0.00
H -3.2188 -0.4948 -0.7979 0.00 0.00 0.01 0.00
H -4.9649 0.9924 1.9826 0.00 0.00 0.00 0.00
H -4.2128 2.8848 3.3552 0.00 0.00 0.00 0.00
H -1.8804 3.7020 3.1840 0.00 0.00 0.00 0.00
H -0.3150 2.5830 1.6325 0.00 0.00 0.00 0.00
H -0.2955 -1.5198 -2.2527 0.00 -0.03 -0.01 0.00
H 0.3184 -3.9062 -2.2570 0.00 0.01 -0.01 0.00
H 0.3754 -5.1485 -0.1187 0.00 0.00 0.00 0.00
H -0.1373 -4.0028 1.9957 0.00 -0.01 0.00 0.00
H -0.4588 -2.1063 3.2505 0.01 0.00 0.00 0.00
H -1.8782 -1.3307 2.5478 0.00 0.01 0.00 0.00
H -0.3389 -0.4897 2.5525 0.00 0.00 0.01 0.00
H -2.9414 1.6547 -1.6487 0.00 0.00 0.00 0.00
H -3.1388 2.2765 -4.0340 0.00 0.00 0.00 0.00
H -1.2183 1.9590 -5.5516 0.00 0.00 0.00 0.00
H 0.9138 1.0625 -4.7051 0.00 0.00 0.00 0.00
H 2.2405 1.1599 -2.1464 0.01 -0.01 0.03 0.00
H 1.9132 -0.4773 -2.7123 0.01 -0.01 0.01 0.01

---

No. 2
60
Properties=species:S:1:pos:R:3:forces:R:3:nbo_charge:R:1 method="wB97M-V/def2-TZVPD" total_charge=+3 orbital_gap_ev=6.497 e_lumo_ev=-10.243 homo_energy_ev=-16.740
Os 1.8470 0.1005 -2.1989 -0.29 0.05 0.30 1.16
C -0.3999 1.2419 4.3785 0.01 0.00 -0.01 -0.61
C 1.6844 0.2322 3.1810 0.00 -0.01 0.00 0.01
C 2.7325 0.8999 4.0766 0.00 0.00 0.00 -0.62
C 2.2626 -1.0974 2.6816 0.00 0.00 0.00 -0.63
C 2.2057 0.8895 0.7982 -0.01 0.07 0.00 0.60
N 2.5209 0.6012 -0.2710 -0.02 0.03 -0.07 -0.51
H -1.1906 0.9855 5.0813 0.00 0.00 0.00 0.25
H -0.8723 1.7238 3.5204 0.00 0.00 0.00 0.20
H 0.2451 1.9686 4.8696 0.00 0.00 0.00 0.23
H 3.0126 0.2284 4.8879 0.00 0.00 0.00 0.25
H 2.3725 1.8301 4.5145 0.00 0.00 0.00 0.23
H 3.6403 1.1239 3.5113 0.00 0.00 0.00 0.22
H 2.3641 -1.7864 3.5206 -0.01 0.00 0.00 0.25
H 3.2627 -0.9547 2.2654 0.00 0.00 0.01 0.22
H 1.6365 -1.5826 1.9319 0.00 0.00 -0.01 0.21
Cl 5.1569 -1.9635 -4.6865 0.00 -0.03 0.01 0.14
C 5.8354 -0.3831 -4.3361 -0.10 -0.01 0.04 -0.58
C 5.7816 -0.1653 -2.8914 0.62 -0.07 -0.14 0.97
O 5.9900 -0.0518 -1.8057 -0.24 0.02 0.07 -0.21
O 3.3792 0.0237 -2.8425 -0.01 0.00 0.05 -0.50
H 5.2870 0.4169 -4.8349 0.04 0.04 0.01 0.32
H 6.9050 -0.3409 -4.5779 -0.03 0.02 -0.07 0.34
O 0.1426 0.1265 -1.5148 0.07 -0.05 -0.13 -0.96
As -1.4317 -0.0298 -0.6374 0.13 0.04 -0.04 1.98
C -2.0636 -1.7170 -1.1679 -0.06 0.01 0.04 -0.39
C -1.2835 -2.8543 -0.9417 -0.02 -0.01 0.02 -0.23
C -1.7967 -4.0888 -1.2951 0.01 0.00 0.00 -0.18
C -3.0717 -4.1798 -1.8497 0.00 0.00 0.00 -0.13
C -3.8402 -3.0440 -2.0633 0.01 0.00 -0.01 -0.19
C -3.3390 -1.7954 -1.7250 0.01 0.00 -0.03 -0.19
C -2.4404 1.4618 -1.1842 0.02 0.02 0.00 -0.49
C -3.4602 1.8864 -0.3332 0.02 0.02 0.02 -0.13
C -4.2673 2.9380 -0.7378 0.00 0.00 0.01 -0.20
C -4.0431 3.5518 -1.9636 0.00 0.00 0.00 -0.13
C -3.0169 3.1235 -2.7988 0.00 0.00 0.00 -0.19
C -2.2076 2.0663 -2.4178 -0.04 -0.02 -0.01 -0.18
C -0.7296 0.0583 1.1452 -0.07 0.05 0.02 -0.35
C -1.0105 -1.0019 2.0918 0.04 -0.07 -0.01 -0.33
C -0.5526 -1.0142 3.3509 -0.02 -0.02 0.00 0.00
C 0.3829 -0.0254 3.9900 0.01 0.03 0.01 -0.30
C 1.4018 1.2052 2.0003 0.01 -0.08 -0.03 -0.37
C 0.1018 1.1091 1.2154 -0.06 0.06 0.03 -0.13
H -0.3004 -2.7820 -0.4897 0.00 0.00 0.00 0.23
H -1.2132 -4.9842 -1.1298 0.00 0.00 0.00 0.25
H -3.4694 -5.1509 -2.1128 0.00 0.00 0.00 0.25
H -4.8297 -3.1283 -2.4910 0.00 0.00 0.00 0.26
H -3.9318 -0.9044 -1.8940 -0.01 0.00 0.01 0.24
H -3.6252 1.4173 0.6303 -0.01 -0.01 0.00 0.23
H -5.0659 3.2807 -0.0946 0.00 0.00 0.00 0.25
H -4.6731 4.3756 -2.2712 0.00 0.00 0.00 0.25
H -2.8519 3.6149 -3.7478 0.00 0.00 0.00 0.25
H -1.4111 1.7250 -3.0670 0.00 0.00 0.00 0.22
H -1.6998 -1.7766 1.7770 0.00 0.00 0.00 0.24
H -0.9234 -1.8067 3.9924 0.03 -0.02 -0.01 0.24
H 0.7305 -0.4827 4.9190 -0.01 0.01 0.01 0.25
H 1.5904 2.2429 2.2863 0.01 0.00 0.01 0.30
H 0.0173 1.8888 0.4610 0.01 -0.01 -0.01 0.23
I 0.7616 -0.5733 -4.5649 -0.02 -0.05 -0.10 0.28
I 1.7613 1.3272 -6.1411 -0.04 0.01 0.01 0.17

---

No. 3
64
Properties=species:S:1:pos:R:3:forces:R:3:nbo_charge:R:1 method="wB97M-V/def2-TZVPD" e_above_lowest_kj_mol=0.0 total_charge=+2 orbital_gap_ev=5.547 e_lumo_ev=-7.788 homo_energy_ev=-13.335
Au -0.6511 -0.0361 -2.0868 -0.03 -0.01 -0.02 0.65
C -1.3188 5.3087 -0.8353 -0.01 0.00 0.00 -0.41
N -1.3790 4.0393 -1.5624 -0.03 -0.01 0.01 -0.30
C -1.7619 3.9125 -2.8667 0.03 0.01 -0.01 -0.05
C -1.6794 2.5890 -3.1684 -0.01 0.00 0.01 -0.06
N -1.2496 1.9155 -2.0555 0.01 0.03 0.01 -0.56
C -1.0699 2.8126 -1.0819 0.01 -0.01 -0.01 0.08
P -0.6561 2.5799 0.6852 0.01 -0.03 0.00 0.84
C 0.9482 1.7387 0.5795 -0.05 0.01 0.00 0.03
N 1.3536 0.8599 -0.3245 0.02 0.01 -0.02 -0.52
C 2.6779 0.6482 -0.0775 -0.01 -0.01 -0.01 -0.10
C 3.0746 1.3985 0.9966 -0.01 0.00 0.01 -0.05
N 1.9758 2.0891 1.4060 0.01 0.01 0.01 -0.32
C 1.9390 3.0390 2.5147 0.00 -0.01 0.00 -0.41
C -1.7918 1.1748 1.0827 0.07 -0.02 -0.02 -0.01
N -1.4423 -0.1919 1.0498 -0.05 0.01 -0.01 -0.48
C -2.6602 -0.8720 0.8410 0.04 -0.01 0.00 -0.14
C -3.6566 0.0182 0.6979 -0.02 0.02 -0.02 0.03
N -3.1438 1.2923 0.7902 0.00 0.01 0.01 -0.41
C -3.9219 2.4844 1.0758 0.01 0.01 0.00 -0.40
H -1.5161 6.1103 -1.5404 0.00 0.00 0.00 0.24
H -2.0671 5.3342 -0.0462 0.00 0.00 0.00 0.23
H -0.3307 5.4502 -0.4063 0.00 0.00 0.00 0.23
H -2.0482 4.7600 -3.4644 0.00 0.00 0.00 0.25
H -1.8935 2.0897 -4.0960 0.00 0.00 0.00 0.24
H 3.2772 -0.0112 -0.6842 0.00 0.00 0.00 0.23
H 4.0273 1.5010 1.4874 0.00 0.00 0.00 0.24
H 2.8104 2.8701 3.1410 0.00 0.00 0.00 0.24
H 1.9593 4.0622 2.1442 0.00 0.00 0.00 0.23
H 1.0416 2.8801 3.1077 0.00 0.00 0.00 0.23
H -2.6962 -1.9473 0.8251 0.00 0.00 0.00 0.24
H -4.7084 -0.1434 0.5243 0.00 0.00 0.00 0.25
H -4.9088 2.3790 0.6330 0.00 0.00 0.01 0.24
H -4.0175 2.6339 2.1537 0.00 0.00 0.00 0.23
H -3.4390 3.3574 0.6377 -0.01 0.00 -0.01 0.21
S -1.3090 0.5522 2.8282 -0.01 -0.01 0.03 0.01
C 0.8005 -2.0840 -0.1993 0.02 0.00 -0.02 0.61
N 1.0549 -1.9309 0.9215 -0.01 0.03 0.02 -0.02
N 1.1924 -1.3961 2.0730 -0.07 -0.06 -0.04 -0.35
C 1.8966 -2.0514 3.1228 0.00 0.03 -0.02 0.18
C 2.6022 -3.2216 2.8945 0.01 0.00 0.02 -0.27
C 3.2818 -3.8003 3.9553 0.00 0.00 -0.01 -0.17
C 3.2532 -3.2144 5.2131 0.00 0.00 0.01 -0.19
C 2.5417 -2.0399 5.4181 -0.01 0.01 0.00 -0.17
C 1.8567 -1.4466 4.3709 0.01 -0.02 -0.01 -0.25
N 0.6091 -2.5994 -1.3778 0.01 -0.04 0.02 -0.21
N -0.0220 -2.0005 -2.2931 -0.02 0.02 0.01 -0.17
C -0.1399 -2.7048 -3.5007 0.00 -0.01 -0.03 0.12
C 0.5077 -3.9327 -3.7056 0.00 0.01 0.01 -0.19
C 0.3569 -4.5701 -4.9157 -0.01 0.01 -0.01 -0.19
C -0.4345 -4.0020 -5.9149 0.00 0.00 0.00 -0.10
C -1.0791 -2.7891 -5.7075 0.00 0.00 0.00 -0.21
C -0.9336 -2.1351 -4.5006 0.00 0.01 0.01 -0.17
H 0.5325 -0.6269 2.2608 0.05 0.04 0.05 0.45
H 2.6264 -3.6802 1.9143 0.00 0.00 0.00 0.22
H 3.8354 -4.7151 3.7956 0.00 0.00 0.00 0.24
H 3.7848 -3.6741 6.0343 0.00 0.00 0.00 0.24
H 2.5162 -1.5843 6.3983 0.00 0.00 0.00 0.24
H 1.2937 -0.5330 4.5185 0.00 0.00 0.01 0.23
H 1.1231 -4.3649 -2.9302 0.00 0.00 0.00 0.24
H 0.8550 -5.5129 -5.0921 0.00 0.00 0.00 0.25
H -0.5469 -4.5137 -6.8614 0.00 0.00 0.00 0.24
H -1.6947 -2.3596 -6.4849 0.00 0.00 0.00 0.24
H -1.4380 -1.1956 -4.3128 0.00 0.00 0.00 0.23